Record 1
DFT (wB97M-V/def2-TZVPD) results for 2 unconnected molecules or ions with the total composition CH6NO2.

Geometry as XYZ:
```
10
CH6NO2 (wB97M-V/def2-TZVPD)
O -1.796 3.046 -2.469
H -1.481 2.391 -1.815
N 1.018 -1.849 1.914
C 0.377 -1.107 0.435
O 0.124 0.205 0.353
H 0.198 -1.558 2.449
H 1.730 -1.033 2.104
H 1.374 -1.385 -0.317
H -0.495 -1.809 0.317
H -1.047 3.099 -2.972
```

Values from the calculation:
Spin multiplicity: 1
Relative energy (zero: lowest compared OMol25 entry of this formula, charge and spin) (kJ/mol): 170.0
Orbital gap (Ha): 0.2517
F_max (eV/Å): 3.87
Net charge: -1


Record 2
DFT (wB97M-V/def2-TZVPD) results for a gas-phase ion, CH6NO3P2 (charge -1).

Geometry as XYZ:
```
13
CH6NO3P2 (wB97M-V/def2-TZVPD)
C -0.517 -0.393 1.067
N -1.562 1.093 -1.305
O 1.212 1.161 -0.619
O -0.763 2.350 0.803
O 3.509 0.610 0.772
P 2.611 -0.117 -0.194
P -0.710 1.145 -0.008
H -1.569 -0.292 1.597
H -0.313 -1.300 0.460
H 0.355 -0.382 1.832
H -1.832 0.260 -1.717
H 1.641 1.976 -0.254
H 3.095 0.041 -1.686
```

Values from the calculation:
Spin multiplicity: 1
Relative energy (zero: lowest compared OMol25 entry of this formula, charge and spin) (kJ/mol): 225.0
Orbital gap (Ha): 0.3021
F_max (eV/Å): 2.45
Net charge: -1


Record 3
DFT (wB97M-V/def2-TZVPD) results for a single CH6NOP molecule.

Geometry as XYZ:
```
10
CH6NOP (wB97M-V/def2-TZVPD)
C -1.242 0.441 -0.305
P 0.231 -0.035 0.690
N 1.088 -0.826 -0.472
O 1.006 1.335 1.484
H -2.040 0.657 0.344
H -0.622 1.180 -0.859
H -1.489 -0.187 -1.067
H -0.086 -1.145 1.566
H 2.014 -1.113 -0.043
H 1.139 -0.306 -1.337
```

Values from the calculation:
Spin multiplicity: 1
SMILES: C[P@@H](N)=O
Relative energy (zero: lowest compared OMol25 entry of this formula, charge and spin) (kJ/mol): 166.9
Orbital gap (Ha): 0.3753
F_max (eV/Å): 7.83


Record 4
DFT (wB97M-V/def2-TZVPD) results for a single CH6NOP molecule.

Geometry as XYZ:
```
10
CH6NOP (wB97M-V/def2-TZVPD)
C -1.390 -0.550 0.020
O -0.132 -0.238 0.578
P 1.183 0.200 -0.311
N 2.285 -0.253 0.643
H -1.417 -1.407 -0.541
H -2.079 -0.652 0.861
H -1.860 0.421 -0.584
H 0.963 1.574 -0.784
H 0.902 -0.407 -1.675
H 3.050 -0.613 0.265
```

Values from the calculation:
Spin multiplicity: 1
SMILES: CO[PH2]=N
Relative energy (zero: lowest compared OMol25 entry of this formula, charge and spin) (kJ/mol): 259.5
Orbital gap (Ha): 0.3769
F_max (eV/Å): 5.42


Record 5
DFT (wB97M-V/def2-TZVPD) results for 2 unconnected molecules or ions with the total composition CH6NOS.

Geometry as XYZ:
```
10
CH6NOS (wB97M-V/def2-TZVPD)
S -2.299 -1.222 -0.316
H -2.304 0.047 -0.822
N 1.040 0.049 -0.852
C 0.607 0.638 0.414
O 0.282 -0.338 1.392
H 0.231 -0.368 -1.307
H 1.816 -0.550 -0.610
H -0.278 1.262 0.292
H 1.458 1.219 0.764
H -0.553 -0.738 1.045
```

Values from the calculation:
Spin multiplicity: 1
Relative energy (zero: lowest compared OMol25 entry of this formula, charge and spin) (kJ/mol): 9.8
Orbital gap (Ha): 0.2751
F_max (eV/Å): 1.59
Net charge: -1


Record 6
DFT (wB97M-V/def2-TZVPD) results for 2 unconnected molecules or ions with the total composition CH6NOS.

Geometry as XYZ:
```
10
CH6NOS (wB97M-V/def2-TZVPD)
S 1.393 1.687 -1.213
H 2.484 1.008 -1.551
N 0.310 -0.964 0.860
C -0.958 -0.598 0.189
O -1.189 0.682 -0.294
H 0.245 -0.592 1.809
H 1.009 -0.288 0.528
H -1.703 -0.732 0.982
H -1.197 -1.346 -0.569
H -0.393 1.143 -0.741
```

Values from the calculation:
Spin multiplicity: 1
Relative energy (zero: lowest compared OMol25 entry of this formula, charge and spin) (kJ/mol): 55.4
Orbital gap (Ha): 0.2808
F_max (eV/Å): 1.76
Net charge: -1


Record 7
DFT (wB97M-V/def2-TZVPD) results for a gas-phase ion, CH6NOS (charge +1).

Geometry as XYZ:
```
10
CH6NOS (wB97M-V/def2-TZVPD)
N 0.783 -0.153 0.468
C -0.331 0.718 -0.463
S -1.890 0.585 0.323
O -1.812 -1.046 0.125
H 1.148 0.380 1.373
H 1.687 -0.324 -0.073
H 0.110 -0.948 0.646
H -0.323 0.398 -1.468
H -0.218 1.724 -0.534
H -2.562 -1.307 -0.335
```

Values from the calculation:
Spin multiplicity: 1
SMILES: [NH3+]CSO
Relative energy (zero: lowest compared OMol25 entry of this formula, charge and spin) (kJ/mol): 140.1
Orbital gap (Ha): 0.3724
F_max (eV/Å): 3.61
Net charge: +1


Record 8
DFT (wB97M-V/def2-TZVPD) results for 2 unconnected molecules or ions with the total composition CH6NPS.

Geometry as XYZ:
```
10
CH6NPS (wB97M-V/def2-TZVPD)
N 4.341 1.573 0.930
P 3.467 1.117 -0.168
S 2.687 -0.792 -0.386
H 2.691 1.874 -1.085
H 2.893 -1.470 0.743
C -0.710 -1.012 0.252
H -1.071 -1.784 0.863
H -0.379 -0.268 0.904
H -1.505 -0.729 -0.372
H 0.115 -1.183 -0.372
```

Values from the calculation:
Spin multiplicity: 1
SMILES: N#[PH]S.C
Relative energy (zero: lowest compared OMol25 entry of this formula, charge and spin) (kJ/mol): 317.4
Orbital gap (Ha): 0.3343
F_max (eV/Å): 1.95


Record 9
DFT (wB97M-V/def2-TZVPD) results for 2 unconnected molecules or ions with the total composition CH6NPS.

Geometry as XYZ:
```
10
CH6NPS (wB97M-V/def2-TZVPD)
H 2.589 -0.331 0.588
N 3.520 -0.127 0.358
P 3.743 0.861 -0.813
H 5.150 1.118 -0.692
C -2.966 -0.176 0.229
S -1.631 -0.152 -0.975
H -2.831 -1.023 0.826
H -3.029 0.665 1.005
H -3.892 -0.107 -0.277
H -0.655 -0.726 -0.250
```

Values from the calculation:
Spin multiplicity: 1
SMILES: [H]/N=P/[H].CS
Relative energy (zero: lowest compared OMol25 entry of this formula, charge and spin) (kJ/mol): 213.7
Orbital gap (Ha): 0.3244
F_max (eV/Å): 2.87


Record 10
DFT (wB97M-V/def2-TZVPD) results for a single CH6NPS molecule.

Geometry as XYZ:
```
10
CH6NPS (wB97M-V/def2-TZVPD)
C 1.261 1.143 0.165
S -0.222 0.141 -0.423
N 0.342 -1.320 0.093
P -2.308 0.300 0.151
H 0.968 2.143 -0.281
H 1.895 0.386 -0.285
H -0.355 -0.242 -1.739
H 0.892 -1.260 0.867
H -0.298 -2.153 0.135
H -2.175 0.862 1.319
```

Values from the calculation:
Spin multiplicity: 1
SMILES: C=[S@@H](N)=P
Relative energy (zero: lowest compared OMol25 entry of this formula, charge and spin) (kJ/mol): 612.6
Orbital gap (Ha): 0.2906
F_max (eV/Å): 4.03